[1]
Below is the ion C6H8N with charge +1 at a distorted geometry, with properties calculated with wB97M-V/def2-TZVPD.

Positions of all 15 atoms, in Å:
C (0.656, 0.152, -1.974)
C (-1.077, 0.800, -0.559)
C (1.490, -0.559, -1.058)
C (0.984, -0.889, 0.167)
C (-0.219, -0.161, 0.491)
C (-0.646, 0.012, 1.903)
N (-0.429, 0.777, -1.781)
H (0.730, 0.020, -2.982)
H (-2.113, 0.141, -0.750)
H (2.453, -0.860, -1.325)
H (1.504, -1.370, 0.911)
H (-1.250, 1.709, 0.001)
H (-0.688, -0.874, 2.555)
H (-1.572, 0.490, 2.025)
H (0.178, 0.613, 2.376)

Values from the calculation:
multiplicity	1
orbital gap	7.749	eV
HOMO energy	-14.46	eV
energy above the lowest of the compared OMol25 structures with the same formula, charge and spin	98.6	kcal/mol
net charge	+1
LUMO level	-6.71	eV


[2]
Below is a structure of composition C6H8N at a distorted geometry, with properties calculated with wB97M-V/def2-TZVPD.

Positions of all 15 atoms, in Å:
C (-1.215, -1.625, 0.330)
C (-2.123, 0.179, 0.150)
C (1.243, -0.800, -0.701)
C (0.160, 1.286, 0.199)
C (0.942, -0.024, 0.454)
C (-0.284, -0.842, -0.238)
N (-0.850, 0.478, -0.574)
H (-1.154, -2.475, 0.980)
H (-2.934, 0.222, -0.467)
H (1.168, -0.381, -1.729)
H (1.888, -1.554, -0.646)
H (-0.201, 1.883, 1.160)
H (0.588, 1.953, -0.501)
H (1.376, -0.318, 1.440)
H (-1.095, 0.862, -1.479)

Values from the calculation:
multiplicity	1
orbital gap (alpha / beta)	7.296 / 7.599	eV
HOMO energy (alpha / beta)	-12.86 / -13.09	eV
energy above the lowest of the compared OMol25 structures with the same formula, charge and spin	221.0	kcal/mol
net charge	+1
LUMO level (alpha / beta)	-5.56 / -5.49	eV